Formula: C20H29N3O3S
Source: OMol25
Level of theory: ωB97M-V with the def2-TZVPD basis set

Orbital gap   8.69 eV
LUMO level   0.26 eV
Relative energy (zero: lowest compared OMol25 entry of this formula, charge and spin)   54.5 kcal/mol
Calculated total energy   -1567.6397 hartree
SMILES   CCc1ccc(-c2cc(C)no2)cc1S(=O)(=O)NCCN1CCC(C)CC1

Last column: natural (NBO) charge in e.
Positions of all 56 atoms, in Å:
S  -3.2210  -0.1268  1.3580  2.301
O  -4.2472  0.6315  0.7026  -0.952
O  1.6584  -1.9324  1.5349  -0.281
O  -3.6072  -1.0752  2.3606  -0.928
N  -2.2320  0.9876  2.0956  -0.845
N  2.9005  -2.3826  1.8261  -0.135
N  0.1124  1.3017  0.4074  -0.468
C  2.2259  -3.3196  -0.0864  -0.352
C  4.5708  -3.9000  0.8886  -0.642
C  -1.9878  2.2178  1.3840  -0.245
C  2.5740  2.7312  -0.4016  -0.219
C  -2.6107  -1.4060  -1.0908  0.020
C  1.8014  3.0908  0.8686  -0.420
C  1.6014  2.1370  -1.4220  -0.411
C  -2.1905  -1.0363  0.1819  -0.254
C  1.2376  -2.4895  0.3819  0.320
C  -1.0919  2.0716  0.1468  -0.238
C  -0.0699  -2.1342  -0.1312  -0.128
C  3.3007  3.9459  -0.9711  -0.597
C  -4.9811  -2.0831  -0.9054  -0.594
C  1.0266  1.8721  1.3841  -0.222
C  3.2574  -3.2115  0.8793  0.154
C  -1.7170  -2.1308  -1.8801  -0.226
C  -3.9952  -1.1280  -1.5848  -0.443
C  -0.9540  -1.4077  0.6643  -0.145
C  -0.4651  -2.4847  -1.4220  -0.146
C  0.8396  0.9599  -0.8018  -0.216
H  5.1346  -3.5966  1.7654  0.238
H  0.1362  0.5375  -1.5242  0.204
H  0.4717  2.1359  2.2855  0.191
H  1.7363  1.0808  1.6474  0.205
H  -4.7136  -3.1184  -1.1089  0.201
H  2.2260  -3.9240  -0.9683  0.231
H  -2.0207  -2.4234  -2.8747  0.219
H  1.5583  0.1788  -0.5343  0.194
H  1.1070  3.9067  0.6545  0.193
H  -1.6535  1.5261  -0.6182  0.204
H  5.1332  -3.6488  -0.0092  0.225
H  -4.2837  -0.1065  -1.3412  0.250
H  2.5900  4.7272  -1.2333  0.201
H  -0.8914  3.0835  -0.2416  0.177
H  -4.9689  -1.9214  0.1697  0.219
H  4.4259  -4.9789  0.9080  0.227
H  3.8557  3.6739  -1.8662  0.208
H  -1.4041  0.5747  2.4937  0.401
H  3.9994  4.3491  -0.2417  0.208
H  2.4897  3.4334  1.6429  0.213
H  -4.0349  -1.2655  -2.6675  0.204
H  -2.9675  2.5756  1.0626  0.239
H  0.2070  -3.0365  -2.0607  0.216
H  2.1443  1.7897  -2.3029  0.210
H  -0.6673  -1.1589  1.6720  0.229
H  -5.9877  -1.9016  -1.2724  0.213
H  3.3159  1.9648  -0.1470  0.194
H  0.8955  2.9045  -1.7467  0.194
H  -1.5694  2.9399  2.0895  0.203

Formula: C5H8N2
Source: OMol25
Level of theory: ωB97M-V with the def2-TZVPD basis set

Orbital gap   9.71 eV
LUMO level   1.00 eV
Relative energy (zero: lowest compared OMol25 entry of this formula, charge and spin)   48.5 kcal/mol
Calculated total energy   -304.7581 hartree
SMILES   Cc1cnn(C)c1

Last column: natural (NBO) charge in e.
Positions of all 15 atoms, in Å:
N  -1.1664  0.2343  -0.3254  -0.178
N  -0.8608  1.4163  0.2133  -0.264
C  0.4420  1.3530  0.4147  -0.060
C  -0.0768  -0.5402  -0.5635  -0.066
C  2.3983  -0.3629  0.1398  -0.623
C  0.9979  0.1269  -0.0310  -0.135
C  -2.5801  -0.3186  -0.0986  -0.458
H  3.1155  0.3090  -0.3345  0.217
H  -2.5388  -1.3620  0.2724  0.216
H  2.5309  -1.3590  -0.2912  0.216
H  2.6586  -0.4351  1.2035  0.219
H  -0.1567  -1.4863  -1.0910  0.215
H  -2.6138  -0.0020  -1.1318  0.265
H  0.9293  2.1699  0.9263  0.203
H  -3.0793  0.2567  0.6971  0.233

Formula: C3H12NO
Source: OMol25
Level of theory: ωB97M-V with the def2-TZVPD basis set

Orbital gap   4.94 eV
LUMO level   -10.10 eV
Relative energy (zero: lowest compared OMol25 entry of this formula, charge and spin)   189.6 kcal/mol
Charge   +1
Calculated total energy   -250.9681 hartree

Last column: natural (NBO) charge in e.
Positions of all 17 atoms, in Å:
O  -0.8080  0.5445  0.9191  -0.573
N  -0.8168  1.3678  -1.3637  -0.332
C  0.0361  2.4697  -1.1215  -0.470
C  0.1071  -2.5255  0.8512  -0.619
C  1.2002  -1.4723  0.6001  -0.531
H  1.2799  -1.1036  -0.4211  0.212
H  -1.1982  0.8368  -0.5350  0.414
H  -1.5251  0.6164  1.5852  0.483
H  -0.2352  -2.8532  -0.1336  0.230
H  -1.5038  1.5272  -2.1079  0.407
H  0.8454  -0.5448  1.1569  0.256
H  -0.4523  3.1862  -0.4340  0.309
H  0.3846  -3.3971  1.4338  0.237
H  2.1967  -1.7613  0.9115  0.236
H  0.9725  2.1463  -0.6667  0.269
H  -0.6986  -2.0332  1.3819  0.213
H  0.2155  2.9961  -2.0566  0.259

Formula: C34H37AsNO4OsP2S6Se
Source: OMol25
Level of theory: ωB97M-V with the def2-TZVPD basis set

Orbital gap (alpha / beta)   6.91 / 5.46 eV
LUMO level (alpha / beta)   -2.92 / -5.47 eV
Relative energy (zero: lowest compared OMol25 entry of this formula, charge and spin)   14.7 kcal/mol
Charge   +1
Calculated total energy   -9472.9313 hartree
Multiplicity   5

Last column: Löwdin spin population.
Positions of all 87 atoms, in Å:
Os  0.5007  0.1302  -0.0223  1.985
Se  1.6426  0.9026  -1.9712  0.132
As  -1.8214  -1.8640  2.1749  0.006
S  -0.6389  1.6674  2.6408  0.017
S  0.3217  -2.5658  -0.7772  0.376
S  -1.1563  -4.9248  -1.6809  -0.021
S  0.2953  -1.7024  -4.1957  0.047
S  -2.7502  -6.5758  -3.5736  0.187
S  -1.3764  -4.0903  -4.4303  0.119
P  -1.0772  1.9403  -0.0707  0.157
P  2.5064  -0.2254  1.3189  0.079
O  -1.7391  2.0323  1.4712  0.004
O  -0.7685  -0.8098  1.4242  0.078
O  -1.3986  1.3563  3.8158  0.010
O  -0.0812  3.1683  2.8845  0.012
N  4.2877  -0.5112  -2.1388  0.021
C  3.6762  1.1479  1.1273  0.000
C  5.4248  -2.9953  0.5268  0.002
C  -1.8305  -5.2844  -3.2439  -0.008
C  2.7967  -2.9599  1.3992  0.013
C  -0.4946  -3.0426  -3.4085  0.256
C  -4.3969  -0.9317  -1.7982  0.006
C  4.7584  -1.7844  0.6532  0.008
C  -3.3388  -1.0295  3.0159  0.001
C  2.1915  -0.2543  3.1117  0.011
C  -0.4245  -3.3738  -2.0440  0.091
C  -2.8334  5.4908  -1.0062  0.000
C  2.0115  -2.2861  -4.1083  0.025
C  -2.3566  4.3922  -3.0899  0.000
C  -2.2884  4.4228  -0.3105  0.001
C  3.2498  -0.0167  -2.0384  0.018
C  3.4643  -4.1657  1.2768  0.001
C  -1.7995  3.3223  -1.0086  0.004
C  0.4164  3.1325  0.5019  0.095
C  -0.8399  -2.7767  3.5471  0.000
C  -4.6467  -0.2095  -0.6357  0.008
C  -2.1780  0.0004  -1.8698  0.024
C  -3.1652  -0.8114  -2.4197  0.003
C  -2.4102  0.7154  -0.6991  0.087
C  4.7820  -4.1834  0.8374  0.007
C  2.0881  4.7267  -0.2744  0.000
C  0.6504  3.6178  1.7880  0.025
C  1.5874  4.6068  2.0665  0.000
C  3.4384  -1.7598  1.0880  0.026
C  -3.6664  0.6106  -0.0978  0.016
C  -1.8391  3.3064  -2.3991  0.004
C  2.3131  5.1574  1.0302  0.015
C  -2.8604  5.4814  -2.3944  0.002
C  -2.4946  -3.1670  0.9403  0.006
C  1.1559  3.7394  -0.5196  0.021
H  1.7330  0.6724  3.4494  0.000
H  0.9627  3.4615  -1.5472  0.003
H  -5.6213  -0.2636  -0.1645  0.001
H  6.4495  -3.0049  0.1788  0.000
H  -2.2461  4.4494  0.7713  0.000
H  -5.1683  -1.5570  -2.2299  0.000
H  2.9594  -5.0911  1.5243  0.000
H  2.1170  -3.1931  -4.6988  0.000
H  -1.2166  0.0672  -2.3717  0.007
H  -4.2432  -1.5316  2.6782  0.000
H  -1.7829  -3.9839  0.8642  0.001
H  -3.2300  6.3373  -0.4605  0.000
H  -2.3750  4.3816  -4.1724  0.000
H  1.7116  4.9356  3.0907  0.000
H  3.1656  2.0743  1.3982  0.000
H  5.2740  -0.8708  0.3933  0.000
H  -0.5547  -2.0554  4.3108  0.000
H  2.3165  -2.4409  -3.0773  0.003
H  1.7667  -2.9537  1.7380  0.001
H  3.0366  5.9364  1.2320  0.001
H  -3.8971  1.2146  0.7657  0.001
H  2.6170  -1.4932  -4.5428  0.001
H  5.3067  -5.1250  0.7389  0.000
H  -2.9757  -1.3334  -3.3506  0.001
H  0.0468  -3.2220  3.0992  0.000
H  -1.4574  -3.5574  3.9893  0.000
H  -3.2343  -1.1229  4.0948  0.000
H  -1.4752  2.4496  -2.9529  0.001
H  2.6283  5.1763  -1.0977  0.000
H  -3.4558  -3.5451  1.2859  0.000
H  -3.2761  6.3229  -2.9337  0.000
H  4.5449  1.0088  1.7719  0.000
H  3.9975  1.2278  0.0908  0.000
H  1.5322  -1.0848  3.3560  0.000
H  3.1429  -0.3899  3.6268  0.002
H  -3.3703  0.0191  2.7637  0.000
H  -2.6169  -2.6815  -0.0261  0.001